Entry 1:
Computed, not measured: C5H10O2 in the gas phase, with the ωB97M-V functional and the def2-TZVPD basis.

```
17
Properties=species:S:1:pos:R:3
C -1.303 1.763 0.937
O -0.122 1.041 0.672
C -0.110 0.395 -0.569
C 1.255 0.340 -1.258
O 1.174 -1.085 -1.402
C -0.009 -1.151 -0.578
C 0.252 -1.812 0.757
H -1.436 2.581 0.213
H -2.197 1.122 0.912
H -1.204 2.191 1.937
H -0.908 0.774 -1.220
H 2.073 0.652 -0.596
H 1.344 0.850 -2.225
H -0.818 -1.663 -1.115
H -0.661 -1.836 1.362
H 0.592 -2.840 0.595
H 1.019 -1.269 1.318
```

Values from the calculation:
E_LUMO in eV: 0.99
2S+1: 1
SMILES string: CO[C@H]1CO[C@H]1C
Relative energy (zero: lowest compared OMol25 entry of this formula, charge and spin) in kJ/mol: 243.9
Total charge: 0
Energy in Eh: -346.93255
Frontier orbital gap in eV: 10.63

Mulliken population analysis, charges in e, atoms 1 to 8: atom 1 (C): -0.76, atom 2 (O): -0.41, atom 3 (C): 0.00, atom 4 (C): -0.51, atom 5 (O): -0.45, atom 6 (C): 0.32, atom 7 (C): -1.24, atom 8 (H): 0.31

=====

Entry 2:
Computed, not measured: 2 unconnected molecules or ions with the total composition C4HNO2 in a non-equilibrium geometry, with the ωB97M-V functional and the def2-TZVPD basis.

```
8
Properties=species:S:1:pos:R:3
C -0.192 -0.556 -0.229
C -0.103 -1.870 -0.056
C 0.882 2.984 -1.155
C 0.391 2.185 -0.461
N -0.316 0.319 0.820
O 0.023 -2.947 0.321
O -0.548 -0.023 1.964
H -0.137 -0.092 -1.204
```

Values from the calculation:
E_LUMO (spin up / spin down) in eV: -3.04 / -3.02
2S+1: 1
Relative energy (zero: lowest compared OMol25 entry of this formula, charge and spin) in kJ/mol: 948.1
Total charge: 0
Energy in Eh: -357.82330
Frontier orbital gap (spin up / spin down) in eV: 6.83 / 6.88

Partial atomic charges computed with the Mulliken method, in multiples of e: atom 1 (C): -0.40, atom 2 (C): 0.68, atom 3 (C): 0.52, atom 4 (C): -0.72, atom 5 (N): 0.17, atom 6 (O): -0.23, atom 7 (O): -0.38, atom 8 (H): 0.36

=====

Entry 3:
Computed, not measured: a molecular structure, C2HN2O3S in a non-equilibrium geometry, with the ωB97M-V functional and the def2-TZVPD basis.

```
9
Properties=species:S:1:pos:R:3
C -0.999 0.429 0.356
C -0.869 -2.030 -0.361
N -1.035 -0.660 -0.321
N -2.108 -1.600 -0.388
O 2.679 0.813 1.069
O 0.032 1.195 0.392
O 2.312 0.762 -1.303
S 1.949 0.218 -0.008
H -1.962 0.872 0.563
```

Values from the calculation:
E_LUMO in eV: 3.90
2S+1: 1
Relative energy (zero: lowest compared OMol25 entry of this formula, charge and spin) in kJ/mol: 336.5
Total charge: -1
Energy in Eh: -810.15604
Frontier orbital gap in eV: 8.47

Mulliken population analysis, charges in e, atoms 1 to 8: atom 1 (C): 0.12, atom 2 (C): -0.11, atom 3 (N): 0.26, atom 4 (N): -0.70, atom 5 (O): -0.49, atom 6 (O): -0.61, atom 7 (O): -0.51, atom 8 (S): 0.70

=====

Entry 4:
Computed, not measured: 2 unconnected molecules or ions with the total composition C2H7IN3 in a non-equilibrium geometry, with the ωB97M-V functional and the def2-TZVPD basis.

```
13
Properties=species:S:1:pos:R:3
C 0.384 -0.677 -0.556
C -0.433 0.096 2.785
N 0.019 -1.132 -1.756
N 1.644 -0.221 -0.376
N -0.444 -0.557 0.496
I -2.247 0.909 2.976
H 0.414 0.718 2.693
H -0.129 -0.873 3.312
H 0.811 -1.016 -2.435
H -0.809 -1.639 -2.095
H 2.186 -0.031 -1.196
H 1.969 -0.001 0.484
H -1.220 -1.057 0.442
```

Values from the calculation:
E_LUMO (spin up / spin down) in eV: -5.63 / -5.63
2S+1: 1
Relative energy (zero: lowest compared OMol25 entry of this formula, charge and spin) in kJ/mol: 196.9
Total charge: +1
Energy in Eh: -542.03086
Frontier orbital gap (spin up / spin down) in eV: 8.06 / 8.05

Mulliken population analysis, charges in e, atoms 1 to 8: atom 1 (C): 0.60, atom 2 (C): -0.41, atom 3 (N): -0.37, atom 4 (N): -0.34, atom 5 (N): -0.48, atom 6 (I): 0.41, atom 7 (H): 0.31, atom 8 (H): 0.34

=====

Entry 5:
Computed, not measured: a molecular structure, C17H41BrN6O10P4SiV in a non-equilibrium geometry, with the ωB97M-V functional and the def2-TZVPD basis.

```
81
Properties=species:S:1:pos:R:3
V -0.610 0.086 0.685
C -1.079 -2.777 2.352
N -0.247 -3.072 1.183
C -0.396 -4.488 0.834
P 1.136 -2.298 0.690
O 1.296 -0.814 0.522
O 1.289 -1.776 2.977
P 1.180 -0.272 3.072
O -0.090 0.297 2.453
N 2.609 0.516 2.673
C 2.564 1.676 1.794
C 3.779 -0.315 2.436
N 1.022 0.172 4.706
C -0.260 -0.169 5.310
C 2.139 -0.148 5.572
N 2.587 -3.086 1.014
C 3.567 -3.115 -0.063
C 2.579 -4.291 1.820
H -0.840 -3.464 3.171
H -2.118 -2.909 2.061
H -0.952 -1.771 2.715
H -0.174 -5.113 1.705
H 0.254 -4.788 0.018
H -1.429 -4.659 0.525
H 1.619 2.199 1.916
H 2.667 1.384 0.741
H 3.389 2.347 2.054
H 3.712 -1.233 3.017
H 4.676 0.239 2.734
H 3.875 -0.590 1.380
H -1.064 0.084 4.621
H -0.392 0.417 6.225
H -0.333 -1.234 5.573
H 3.068 0.149 5.089
H 2.195 -1.220 5.816
H 2.035 0.408 6.508
H 3.568 -2.158 -0.584
H 3.370 -3.907 -0.796
H 4.553 -3.278 0.380
H 1.864 -4.178 2.633
H 3.572 -4.427 2.257
H 2.339 -5.188 1.234
O 0.842 -2.440 -3.356
P 0.339 -3.366 -2.168
O 0.630 -4.778 -2.389
O 1.070 -2.732 -0.931
O -1.217 -3.078 -2.044
P -2.024 -1.890 -1.231
O -2.889 -1.285 -2.443
O -2.895 -2.528 -0.242
O -0.953 -0.861 -0.923
H 0.701 -1.501 -3.147
H -3.823 -1.428 -2.232
C -0.282 3.925 4.114
C -0.840 3.975 2.715
C -1.695 4.991 2.310
C -2.190 4.941 1.015
C -1.828 3.907 0.180
C -0.939 2.920 0.647
N -0.468 2.995 1.899
N -0.531 1.840 -0.120
Si -0.330 2.021 -1.838
C -1.995 1.855 -2.738
C 0.965 0.821 -2.533
C 0.414 3.741 -2.189
H -1.101 3.867 4.834
H 0.303 4.820 4.335
H 0.344 3.041 4.224
H -1.979 5.785 2.990
H -2.879 5.701 0.665
H -2.253 3.819 -0.812
H -2.767 1.564 -2.022
H -1.966 1.083 -3.509
H -2.297 2.794 -3.209
H 0.579 0.360 -3.448
H 1.187 0.045 -1.798
H 1.897 1.327 -2.784
H -0.144 4.546 -1.712
H 0.433 3.930 -3.266
H 1.441 3.786 -1.820
Br -2.958 0.492 1.113
```

Values from the calculation:
E_LUMO (spin up / spin down) in eV: 2.67 / 2.67
2S+1: 3
Relative energy (zero: lowest compared OMol25 entry of this formula, charge and spin) in kJ/mol: 265.5
Total charge: -1
Energy in Eh: -6926.98474
Frontier orbital gap (spin up / spin down) in eV: 7.54 / 7.97

Mulliken population analysis, charges in e, atoms 1 to 8: atom 1 (V): 0.14, atom 2 (C): -0.96, atom 3 (N): 1.23, atom 4 (C): -1.49, atom 5 (P): 0.56, atom 6 (O): -1.42, atom 7 (O): -0.94, atom 8 (P): 0.52